Record 1
C37H31CdCl5N8OP2 | ωB97M-V with the def2-TZVPD basis set

```
85
Properties=species:S:1:pos:R:3:forces:R:3
Cd 0.14326 -0.05855 -0.76755 0.179 0.060 -0.406
C 2.31855 4.97608 1.47855 -0.003 0.003 -0.003
N 2.25129 3.62728 0.94128 -0.008 0.003 0.002
C 3.31136 2.77563 0.81063 0.002 -0.012 0.017
C 2.80661 1.60612 0.32239 -0.007 0.001 0.029
N 1.45655 1.72627 0.17105 -0.044 0.050 0.055
C 1.13703 2.95471 0.54430 0.024 -0.010 0.005
P -0.47413 3.78868 0.51204 -0.007 0.002 -0.020
C -1.31106 2.89719 1.85815 -0.034 -0.025 -0.024
N -0.71068 2.18093 2.78577 0.026 0.017 0.011
C -1.69317 1.84714 3.68264 0.002 -0.031 -0.012
C -2.88956 2.36976 3.28545 0.001 0.007 0.014
N -2.63406 3.05986 2.13113 0.003 0.001 -0.005
C -3.60599 3.75210 1.30770 0.002 0.013 -0.004
C -1.20694 3.10229 -1.00360 0.031 0.008 -0.019
N -1.04117 1.89157 -1.50530 -0.070 0.000 0.096
C -1.61231 1.88724 -2.74190 0.047 0.011 -0.022
C -2.15608 3.11275 -2.99013 -0.023 -0.018 0.009
N -1.88965 3.88339 -1.89255 0.024 0.017 0.000
C -2.31433 5.26271 -1.73854 0.001 0.004 -0.005
H 3.36498 5.24799 1.58665 0.000 0.002 -0.003
H 1.83527 5.02568 2.45329 0.002 -0.004 0.002
H 1.83749 5.67922 0.80238 -0.002 -0.002 0.000
H 4.31367 3.07289 1.06419 0.001 0.002 -0.001
H 3.32934 0.70534 0.04783 0.003 0.010 -0.008
H -1.48168 1.25486 4.55769 -0.002 -0.003 -0.001
H -3.87921 2.31505 3.70520 0.000 0.000 0.000
H -4.50204 3.93195 1.89652 -0.002 -0.006 0.000
H -3.86985 3.15440 0.43488 0.001 0.002 0.000
H -3.19973 4.71487 0.99541 -0.003 0.003 0.007
H -1.55156 1.02358 -3.38161 -0.008 0.019 -0.007
H -2.69440 3.49925 -3.83805 -0.001 -0.002 -0.001
H -2.18748 5.78294 -2.68537 0.004 0.001 0.000
H -1.70312 5.75099 -0.98391 -0.003 -0.001 0.001
H -3.36260 5.31233 -1.44283 0.000 -0.004 -0.004
Cl -6.45758 0.82669 -3.93072 0.001 -0.001 0.002
C -5.08708 0.17836 -3.10612 0.004 -0.003 -0.013
C -4.85588 0.47789 -1.76921 0.005 -0.003 0.022
Cl -5.95579 1.51604 -0.92766 0.010 0.006 -0.003
C -3.74781 -0.03605 -1.11181 -0.033 -0.009 0.004
Cl -3.47994 0.34363 0.55769 0.043 -0.026 0.027
C -2.78196 -0.84528 -1.75640 0.041 0.012 -0.061
O -1.71318 -1.25208 -1.18088 -0.063 -0.076 0.137
C -3.07458 -1.16019 -3.11224 0.001 0.002 0.011
Cl -1.92281 -2.13062 -3.94802 -0.013 0.002 -0.010
C -4.18654 -0.66014 -3.76784 -0.008 0.009 0.008
Cl -4.45638 -1.04946 -5.42512 0.001 -0.002 0.000
N -0.33225 -0.57768 1.64011 -0.050 0.041 0.065
C -0.20196 -1.92657 2.10850 -0.009 0.011 -0.024
C -0.98217 -2.37867 3.16981 -0.024 -0.009 -0.013
C -0.87466 -3.68397 3.61504 0.005 0.000 -0.010
C 0.01887 -4.55647 3.00490 0.000 0.002 -0.002
C 0.78599 -4.11546 1.94184 -0.008 -0.008 -0.008
C 0.68362 -2.80364 1.47936 0.019 0.029 -0.024
P 1.57284 -2.20262 0.01057 -0.018 -0.035 0.015
C 1.65718 -3.64169 -1.08406 0.035 -0.031 0.024
C 0.59768 -3.79509 -1.97524 -0.012 -0.001 -0.002
C 0.56078 -4.89264 -2.82232 -0.004 0.009 0.006
C 1.58461 -5.82840 -2.79245 0.013 -0.008 0.003
C 2.64810 -5.67183 -1.91262 -0.009 -0.003 -0.012
C 2.68544 -4.58098 -1.05761 -0.003 0.018 -0.003
C 3.27255 -1.92961 0.59618 -0.013 0.019 0.021
C 3.57226 -1.81417 1.95129 0.001 -0.013 -0.005
C 4.85410 -1.46892 2.35906 0.004 0.001 -0.003
C 5.84611 -1.24245 1.41687 -0.004 -0.002 0.011
C 5.55341 -1.35941 0.06341 0.001 -0.005 -0.013
C 4.27366 -1.69441 -0.35009 -0.004 -0.002 0.000
H 0.25696 0.07846 2.14721 0.009 -0.016 -0.007
H -1.28700 -0.26079 1.76579 -0.010 0.035 0.020
H -1.68022 -1.69448 3.63857 0.001 0.001 0.001
H -1.49024 -4.02345 4.43810 0.000 -0.001 0.000
H 0.10372 -5.57913 3.34796 0.001 0.001 0.000
H 1.45917 -4.80154 1.44221 0.002 -0.001 0.000
H -0.19492 -3.05458 -2.00655 0.007 -0.006 0.006
H -0.26456 -5.00712 -3.51333 -0.002 0.002 0.000
H 1.55976 -6.67911 -3.46161 0.000 0.000 0.000
H 3.45013 -6.39867 -1.89465 0.001 0.000 -0.001
H 3.51960 -4.45419 -0.37774 -0.001 -0.005 0.002
H 2.80540 -1.99747 2.69416 -0.002 0.000 0.000
H 5.07556 -1.38299 3.41529 0.004 0.002 -0.001
H 6.84629 -0.97732 1.73527 0.001 0.000 -0.002
H 6.32228 -1.17873 -0.67685 0.000 0.001 0.000
H 4.03545 -1.73727 -1.40574 0.002 0.002 -0.008
N 1.09309 0.14238 -2.91463 -0.078 -0.071 0.158
C 2.19832 -0.15261 -2.66146 0.019 0.011 -0.019
```
Forces are in eV/Å.

Computed properties:
E_tot: -138596.659 eV
HOMO-LUMO gap: 7.765 eV
Energy above the lowest of the compared OMol25 structures with the same formula, charge and spin: 0.0 kJ/mol

And the Mulliken charges, in e, turn out to be:
1 Cd 4.22
2 C -0.86
3 N 0.25
4 C -1.07
5 C -0.38
6 N 0.39
7 C -0.17
8 P -0.48
9 C 0.22
10 N -0.47
11 C -0.88
12 C -0.21
13 N 0.31
14 C -0.71
15 C -0.38
16 N 0.68
17 C -0.77
18 C -1.25
19 N 0.28
20 C -0.94
21 H 0.33
22 H 0.31
23 H 0.33
24 H 0.41
25 H 0.32
26 H 0.49
27 H 0.45
28 H 0.37
29 H 0.19
30 H 0.32
31 H 0.67
32 H 0.56
33 H 0.39
34 H 0.32
35 H 0.30
36 Cl -0.22
37 C 0.18
38 C 0.06
39 Cl -0.19
40 C 0.69
41 Cl -0.09
42 C -1.24
43 O -1.16
44 C 0.56
45 Cl -0.19
46 C 0.18
47 Cl -0.19
48 N 0.26
49 C -0.30
50 C -0.22
51 C -0.70
52 C -0.79
53 C -0.37
54 C -0.03
55 P 0.70
56 C -0.02
57 C 0.14
58 C -0.49
59 C -0.49
60 C -0.73
61 C -0.30
62 C 0.26
63 C -0.56
64 C -0.70
65 C -0.55
66 C -0.60
67 C -0.41
68 H 0.32
69 H -0.44
70 H 0.51
71 H 0.39
72 H 0.42
73 H 0.44
74 H -0.23
75 H 0.42
76 H 0.38
77 H 0.41
78 H 0.42
79 H 0.41
80 H 0.41
81 H 0.40
82 H 0.41
83 H 0.31
84 N -0.52
85 C -0.51

Record 2
C30H69BN7O12P2 | ωB97M-V with the def2-TZVPD basis set

```
121
Properties=species:S:1:pos:R:3:forces:R:3
C 2.08017 3.66744 5.20150 0.392 0.138 -0.008
C 2.63818 3.30966 3.81616 -0.477 -0.122 0.327
B 1.75209 2.30893 2.98614 0.133 0.068 0.077
O 0.61181 1.77431 3.55889 0.373 -0.639 -0.355
C 2.03351 1.99116 1.42134 -0.214 -0.150 0.382
C 3.46945 2.38485 1.07553 0.122 0.331 0.007
C 4.61108 1.56734 1.69434 0.285 -0.128 -0.251
N 4.99951 0.36221 0.96345 0.019 0.080 0.182
C 1.76377 0.51251 0.99572 0.065 0.081 -0.138
C 1.98009 -0.52345 2.10456 -0.152 -0.322 -0.060
C 2.10076 -1.96164 1.55267 -0.382 0.101 0.250
C 1.04034 -2.90457 2.12266 -0.066 0.020 -0.189
C 1.24668 -4.33788 1.65396 0.098 -0.319 0.051
N 0.15400 -5.24329 2.04354 -0.367 0.285 0.017
C -0.77211 -5.54818 1.02640 -0.001 -0.345 -0.272
N -0.42792 -6.30867 0.07012 -0.026 0.413 0.070
N -2.08217 -4.98101 1.12533 0.456 0.248 0.309
C 0.36227 0.38667 0.40324 0.026 0.167 -0.162
N -0.61951 1.27081 1.06068 0.600 -0.110 0.015
C -0.23653 2.56590 0.92364 -0.307 0.494 0.334
N -1.13487 3.52216 0.93022 0.238 -0.125 0.310
O -2.46526 3.23444 0.98639 -0.002 -0.035 -0.066
C -3.24751 4.35266 1.50019 -0.078 -0.286 0.071
C -4.24028 3.86998 2.56805 0.008 -0.136 -0.159
C -4.54953 2.37978 2.41117 -0.044 0.019 0.226
C -5.51881 4.75447 2.57469 -0.097 0.106 0.213
C -5.27259 6.20554 2.13313 -0.130 -0.069 0.128
C -6.70542 4.17110 1.79768 0.275 0.228 -0.099
N 1.07050 2.96009 0.74749 0.046 -0.871 -1.005
C 1.37744 3.26257 -0.69543 -0.265 0.815 -0.001
C 2.08836 4.61050 -0.87951 0.323 -0.490 0.436
C 3.18779 4.58551 -1.95805 -0.160 0.585 0.003
C 4.56505 4.90951 -1.39648 -0.090 0.391 0.330
O 5.33153 5.55822 -2.42862 -0.133 -0.902 -0.495
C 6.66726 5.44885 -2.29032 0.194 0.326 0.200
O 7.24960 5.60394 -1.26254 0.077 -0.271 0.285
H 1.82356 2.78877 5.79599 -0.101 -0.004 0.012
H 2.83189 4.20845 5.77648 -0.031 0.018 0.029
H 1.21465 4.32380 5.12558 -0.149 -0.160 0.034
H 3.66463 2.95559 3.92039 0.096 0.096 -0.186
H 2.66738 4.23075 3.22187 0.275 -0.030 -0.082
H 0.77723 1.46678 4.45787 -0.332 0.597 0.281
H 3.62658 3.42605 1.36494 -0.023 0.001 0.010
H 3.64121 2.35612 -0.00499 -0.123 -0.037 -0.039
H 5.47882 2.23210 1.70981 -0.021 0.062 0.102
H 4.42437 1.29854 2.73362 -0.080 0.015 0.034
H 4.67130 0.34150 0.01081 0.005 -0.041 -0.036
H 4.76570 -0.49648 1.43423 -0.104 -0.050 -0.085
H 2.45409 0.27122 0.18357 0.039 0.007 0.020
H 1.11446 -0.49801 2.76882 0.054 0.091 0.132
H 2.85727 -0.29934 2.71381 -0.028 0.177 0.015
H 1.96236 -1.94170 0.46858 0.296 -0.096 -0.058
H 3.08184 -2.37711 1.78571 0.101 0.027 -0.223
H 1.03974 -2.85666 3.21632 0.013 -0.031 0.013
H 0.05069 -2.57357 1.78372 -0.027 0.062 0.092
H 1.32038 -4.36386 0.56616 0.054 -0.071 -0.006
H 2.18990 -4.72165 2.04787 0.047 0.011 -0.008
H -0.32992 -4.89095 2.85839 0.124 0.024 0.091
H -1.21792 -6.41634 -0.56277 0.029 0.008 -0.062
H -2.19378 -4.29962 0.38274 -0.253 -0.246 -0.185
H -2.18609 -4.46142 1.98872 -0.115 -0.067 0.042
H -0.01110 -0.63463 0.42513 -0.052 -0.005 0.155
H 0.37441 0.67858 -0.64811 -0.022 -0.033 -0.022
H -0.82063 1.02377 2.02479 -0.440 0.002 -0.081
H -0.84966 4.49152 0.86584 -0.007 0.035 0.009
H -3.76132 4.78176 0.64213 0.055 0.061 -0.039
H -2.55731 5.07184 1.93879 -0.039 0.170 -0.129
H -3.75885 3.98624 3.54160 0.056 0.098 -0.006
H -5.33826 2.09733 3.10859 -0.062 0.004 -0.069
H -4.86655 2.13303 1.39888 -0.034 -0.069 0.031
H -3.68212 1.77056 2.66048 0.042 0.010 -0.108
H -5.83041 4.80686 3.62083 0.032 -0.063 0.025
H -4.30099 6.58388 2.45307 0.014 0.070 -0.015
H -6.03144 6.84735 2.57945 0.000 0.033 -0.014
H -5.37504 6.32073 1.05261 0.172 -0.003 -0.031
H -7.40525 4.97627 1.57486 -0.138 -0.076 0.070
H -6.39486 3.74972 0.83920 -0.035 -0.015 -0.014
H -7.22175 3.40799 2.37463 -0.041 -0.096 -0.122
H 0.42660 3.29748 -1.22705 0.014 -0.207 -0.066
H 1.94213 2.45353 -1.14490 -0.033 -0.122 0.110
H 2.54062 4.85168 0.08408 0.002 0.135 -0.014
H 1.35511 5.39322 -1.07109 0.003 0.033 -0.086
H 2.98215 5.37207 -2.68561 -0.039 -0.149 -0.151
H 3.19068 3.62730 -2.47820 0.002 0.019 -0.112
H 4.48560 5.58702 -0.54452 -0.011 0.011 0.011
H 5.09308 4.01627 -1.05936 0.086 0.013 -0.002
H 7.16710 5.19512 -3.22886 -0.064 0.251 -0.265
C 1.43464 3.48747 -5.80280 0.027 0.014 -0.034
O 0.49402 2.46180 -5.45249 0.003 0.035 0.037
P 0.95946 1.25715 -4.53635 -0.016 -0.091 -0.118
O 1.41308 1.63803 -3.19365 0.089 -0.024 0.078
O 2.03279 0.45457 -5.38537 0.033 0.114 0.047
C 3.43993 0.64007 -5.16416 0.060 -0.073 0.006
O -0.29848 0.32792 -4.54355 -0.043 0.029 -0.052
C -0.90022 -0.09249 -5.78553 -0.052 -0.062 -0.027
H 2.14782 3.66017 -4.99510 -0.022 -0.005 0.019
H 1.96119 3.20606 -6.71424 0.008 -0.021 0.012
H 0.86969 4.39755 -5.98020 -0.030 -0.010 -0.005
H 3.65577 0.68817 -4.09833 -0.037 0.024 0.010
H 3.78710 1.54819 -5.65626 -0.019 0.011 0.003
H 3.94324 -0.21741 -5.60031 -0.032 -0.013 -0.024
H -0.17636 -0.63488 -6.39096 0.027 0.012 0.016
H -1.27784 0.76976 -6.33042 0.026 0.027 0.014
H -1.72275 -0.74958 -5.52329 0.008 -0.004 0.048
C -3.40000 -8.74427 -2.88719 0.016 0.030 -0.005
O -4.08728 -9.91706 -2.45061 0.006 -0.024 -0.026
P -4.20083 -10.19837 -0.88676 -0.004 -0.066 0.031
O -4.89888 -9.17320 -0.11773 0.035 0.060 0.026
O -2.70761 -10.48178 -0.41070 0.000 0.081 -0.043
C -1.96417 -9.44583 0.24906 0.050 -0.009 0.134
O -4.86387 -11.61929 -0.87189 0.013 -0.010 -0.075
C -4.30566 -12.70191 -1.63234 -0.010 -0.078 0.009
H -3.54163 -7.92326 -2.18163 -0.028 -0.005 -0.003
H -2.33676 -8.95952 -3.00453 -0.001 -0.001 0.026
H -3.81795 -8.46076 -3.84935 -0.010 -0.019 -0.009
H -2.58927 -8.92659 0.97326 -0.045 0.013 -0.046
H -1.56966 -8.73595 -0.47576 0.011 -0.015 -0.016
H -1.13317 -9.92290 0.76069 0.002 -0.050 -0.038
H -3.27996 -12.89606 -1.32159 0.006 0.028 0.009
H -4.33842 -12.47384 -2.69600 0.005 0.035 0.002
H -4.91900 -13.57384 -1.42737 -0.026 0.016 0.033
```
Forces are in eV/Å.

Computed properties:
E_tot: -86482.043 eV
HOMO-LUMO gap: 8.730 eV
Charge: +1

Atom charges from the Mulliken analysis, given in e for atoms 1 to 99:
1 C -1.59
2 C -0.08
3 B 0.71
4 O -0.73
5 C 1.02
6 C -1.45
7 C -1.39
8 N -0.59
9 C 0.59
10 C -0.74
11 C -1.36
12 C -0.21
13 C -1.19
14 N -0.22
15 C 0.48
16 N -0.66
17 N -0.59
18 C -1.49
19 N -0.07
20 C -1.13
21 N 0.12
22 O -0.22
23 C -0.35
24 C 0.58
25 C -1.65
26 C 0.50
27 C -1.68
28 C -1.49
29 N 0.58
30 C -0.97
31 C -1.13
32 C -0.18
33 C -0.71
34 O -0.33
35 C 0.10
36 O -0.45
37 H 0.29
38 H 0.42
39 H 0.32
40 H 0.28
41 H 0.28
42 H 0.26
43 H 0.55
44 H 0.33
45 H 0.42
46 H 0.41
47 H 0.25
48 H 0.29
49 H 0.56
50 H 0.48
51 H 0.57
52 H 0.34
53 H 0.58
54 H 0.31
55 H 0.28
56 H 0.49
57 H 0.26
58 H 0.32
59 H 0.26
60 H 0.25
61 H 0.27
62 H 0.76
63 H 0.12
64 H 0.40
65 H 0.41
66 H 0.14
67 H 0.38
68 H 0.25
69 H 0.43
70 H 0.35
71 H 0.32
72 H 0.30
73 H 0.34
74 H 0.46
75 H 0.42
76 H 0.45
77 H 0.30
78 H 0.36
79 H 1.04
80 H 0.23
81 H 0.41
82 H 0.51
83 H 0.53
84 H 0.00
85 H 0.32
86 H 0.33
87 H 0.38
88 C -0.44
89 O -0.36
90 P 0.18
91 O 0.38
92 O -0.36
93 C -0.48
94 O -0.37
95 C -0.74
96 H 0.08
97 H 0.27
98 H 0.27
99 H 0.11

Q: HOMO-LUMO gap of number 2 (C30H69BN7O12P2)?
A: 8.730 eV

Q: Among the records above, which one has the lowest HOMO-LUMO gap?
A: C37H31CdCl5N8OP2